Entry 1:
# C18H24N6RuS

A structure of composition C18H24N6RuS in a non-equilibrium geometry (ωB97M-V with the def2-TZVPD basis set, the OMol25 dataset).

Energy relative to the best compared isomer or geometry (same formula, charge and spin) ... 29.4 kcal/mol

```
! RIJCOSX wB97M-V def2-TZVPD def2/J DEFGRID3
* xyz 3 2
Ru 0.05 -0.24 -0.12
C -1.23 2.48 -0.59
C 0.10 2.59 0.12
N 0.27 1.49 1.11
C -0.67 1.52 2.26
C -1.05 0.10 2.62
N -1.30 -0.73 1.42
C -2.64 -0.64 0.78
C -2.85 0.68 0.10
N -1.63 1.04 -0.69
H -1.12 2.93 -1.57
H -2.02 3.03 -0.09
H 0.22 3.57 0.57
H 0.90 2.48 -0.61
H 1.23 1.52 1.45
H -1.53 2.14 2.02
H -0.20 1.97 3.13
H -1.91 0.09 3.29
H -0.21 -0.37 3.14
H -1.19 -1.70 1.69
H -3.44 -0.81 1.51
H -2.70 -1.45 0.05
H -3.06 1.48 0.81
H -3.72 0.60 -0.54
H -1.81 0.82 -1.67
N 4.22 -1.23 -0.32
C 5.14 -0.14 -0.18
C 6.48 -0.42 0.03
C 7.38 0.62 0.18
C 6.94 1.93 0.09
C 5.59 2.21 -0.12
C 4.70 1.16 -0.24
S 2.97 1.53 -0.43
N 2.22 -0.01 -0.25
C 2.91 -1.14 -0.27
C 2.11 -2.39 -0.25
C 2.61 -3.65 0.00
C 1.75 -4.74 -0.10
C 0.42 -4.53 -0.43
C -0.01 -3.23 -0.61
N 0.82 -2.17 -0.53
H 4.64 -2.14 -0.41
H 6.82 -1.45 0.09
H 8.42 0.41 0.38
H 7.64 2.75 0.19
H 5.25 3.23 -0.20
H 3.63 -3.80 0.31
H 2.12 -5.74 0.07
H -0.27 -5.36 -0.54
H -1.05 -3.02 -0.86
*
```

---

Entry 2:
# C4H11PS

An isolated molecule of C4H11PS in a non-equilibrium geometry (ωB97M-V with the def2-TZVPD basis set, the OMol25 dataset).

Structure (SMILES) ... C=P(C)(C)CS
Energy relative to the best compared isomer or geometry (same formula, charge and spin) ... 65.8 kcal/mol

```
! RIJCOSX wB97M-V def2-TZVPD def2/J DEFGRID3
* xyz 0 1
C 1.43 -2.11 -0.74
C 1.38 0.63 0.83
C -0.98 -0.98 1.02
C -0.77 0.98 -1.03
P 0.23 -0.35 -0.19
S -1.40 2.29 0.11
H 0.71 -2.70 -1.32
H 2.13 -1.68 -1.47
H 2.07 1.17 0.19
H 0.84 1.33 1.47
H 1.94 -0.08 1.44
H -1.45 -0.16 1.57
H -1.74 -1.57 0.51
H -0.43 -1.63 1.70
H -1.62 0.51 -1.52
H -0.15 1.46 -1.79
H -2.19 2.87 -0.80
*
```

---

Entry 3:
# C11H7ClO3

An isolated molecule of C11H7ClO3 in a non-equilibrium geometry (ωB97M-V with the def2-TZVPD basis set, the OMol25 dataset).

Structure (SMILES) ... CC1=C(c2ccc(Cl)cc2)C(=O)OC1=O
Energy relative to the best compared isomer or geometry (same formula, charge and spin) ... 3.2 kcal/mol

```
! RIJCOSX wB97M-V def2-TZVPD def2/J DEFGRID3
* xyz 0 1
O 1.04 -2.67 1.37
O -2.67 -0.97 3.27
Cl 2.90 1.46 -3.85
O -0.84 -2.20 2.57
C 0.03 -1.98 1.58
C -1.69 -1.13 2.56
C -0.28 -0.74 0.83
C -1.38 -0.23 1.46
C 1.35 1.73 -1.58
C 1.85 -0.54 -2.36
C 0.62 1.20 -0.52
C 1.11 -1.06 -1.24
C 2.01 0.85 -2.51
C 0.52 -0.19 -0.30
C -2.22 1.03 1.18
H 1.37 2.82 -1.72
H 2.33 -1.18 -3.12
H 0.24 1.89 0.24
H 1.02 -2.13 -1.23
H -2.02 1.78 2.00
H -2.01 1.47 0.24
H -3.28 0.77 1.14
*
```

---

Entry 4:
# C5H3NO2

An isolated molecule of C5H3NO2 in a non-equilibrium geometry (ωB97M-V with the def2-TZVPD basis set, the OMol25 dataset).

Energy relative to the best compared isomer or geometry (same formula, charge and spin) ... 71.3 kcal/mol

```
! RIJCOSX wB97M-V def2-TZVPD def2/J DEFGRID3
* xyz 0 1
C -0.99 2.38 0.02
C -1.65 1.08 0.01
C -2.96 0.67 0.01
C 0.63 2.20 0.00
C -0.48 0.05 -0.01
N 0.74 0.84 0.00
O -4.07 0.37 -0.01
O 1.48 3.03 -0.01
H -0.51 -0.61 0.87
H -0.54 -0.56 -0.92
H 1.62 0.36 0.05
*
```

---

Entry 5:
# C3H5GaO3

A structure of composition C3H5GaO3 in a non-equilibrium geometry (ωB97M-V with the def2-TZVPD basis set, the OMol25 dataset).

Energy relative to the best compared isomer or geometry (same formula, charge and spin) ... 67.8 kcal/mol

```
! RIJCOSX wB97M-V def2-TZVPD def2/J DEFGRID3
* xyz 2 1
H -2.32 3.18 -0.74
O -1.53 1.37 -1.14
C -2.10 2.41 -1.49
H -2.36 2.46 -2.55
O -1.09 1.32 0.19
Ga 0.48 0.58 0.12
O 1.96 0.85 0.77
C 3.07 1.50 0.50
C 3.32 2.25 -0.59
H 3.88 1.35 1.24
H 4.32 2.66 -0.74
H 2.54 2.48 -1.31
*
```

---

Entry 6:
# CH3NS2

An isolated molecule of CH3NS2 in a non-equilibrium geometry (ωB97M-V with the def2-TZVPD basis set, the OMol25 dataset).

Structure (SMILES) ... S=CNS
Energy relative to the best compared isomer or geometry (same formula, charge and spin) ... 23.3 kcal/mol

```
! RIJCOSX wB97M-V def2-TZVPD def2/J DEFGRID3
* xyz 0 1
C 0.83 -0.46 -0.15
H -2.11 0.32 1.01
H 0.19 1.37 -0.04
H 0.48 -1.47 -0.17
N -0.10 0.47 -0.34
S -1.70 -0.19 -0.19
S 2.41 -0.06 -0.12
*
```

---

Entry 7:
# CH5N6

The ion CH5N6 with charge +1 in a non-equilibrium geometry (ωB97M-V with the def2-TZVPD basis set, the OMol25 dataset).

Structure (SMILES) ... Nn1nnc[n+]1N
Energy relative to the best compared isomer or geometry (same formula, charge and spin) ... 16.8 kcal/mol

```
! RIJCOSX wB97M-V def2-TZVPD def2/J DEFGRID3
* xyz 1 1
C -1.13 1.35 0.04
N -2.11 0.46 0.22
N -1.65 -0.74 0.10
N -0.39 -0.67 -0.14
N 0.02 0.64 -0.12
N 0.46 -1.64 0.13
N 1.39 0.80 -0.19
H -1.29 2.35 0.12
H -0.06 -2.55 0.08
H 1.26 -1.70 -0.48
H 1.76 -0.02 0.30
H 1.73 1.73 -0.04
*
```

---

Entry 8:
# C39H35F6P2PtSSb

A structure of composition C39H35F6P2PtSSb in a non-equilibrium geometry (ωB97M-V with the def2-TZVPD basis set, the OMol25 dataset).

Energy relative to the best compared isomer or geometry (same formula, charge and spin) ... 43.5 kcal/mol

```
! RIJCOSX wB97M-V def2-TZVPD def2/J DEFGRID3
* xyz 3 2
Pt -0.08 -0.67 1.13
C 2.39 -2.91 2.16
C 3.34 -2.28 1.17
C 4.42 -3.05 0.76
C 5.41 -2.55 -0.07
C 5.35 -1.23 -0.50
C 4.29 -0.44 -0.12
C 3.27 -0.94 0.71
P 2.03 0.22 1.24
C 2.30 1.84 0.61
C 2.64 2.85 1.53
C 2.96 4.11 1.08
C 2.89 4.39 -0.28
C 2.52 3.41 -1.19
C 2.20 2.13 -0.77
C 1.79 1.09 -1.76
C 2.16 0.23 3.06
C 3.38 0.29 3.69
C 3.42 0.12 5.09
C 2.28 -0.20 5.83
C 1.07 -0.34 5.20
C 0.98 -0.07 3.80
C -0.25 -0.10 3.13
H 2.25 -3.96 1.94
H 1.40 -2.44 2.19
H 2.80 -2.84 3.18
H 4.49 -4.07 1.12
H 6.23 -3.18 -0.36
H 6.13 -0.83 -1.13
H 4.27 0.60 -0.44
H 2.66 2.65 2.59
H 3.24 4.88 1.79
H 3.12 5.39 -0.63
H 2.46 3.65 -2.24
H 1.34 1.56 -2.64
H 1.06 0.41 -1.34
H 2.64 0.50 -2.11
H 4.29 0.46 3.14
H 4.37 0.25 5.60
H 2.36 -0.36 6.90
H 0.18 -0.61 5.74
H -0.54 0.84 2.57
H -1.09 -0.55 3.66
F -0.83 1.52 0.32
P -1.32 3.00 1.19
F -2.02 1.97 2.26
F -0.52 3.78 0.07
F -1.72 4.26 2.01
F 0.05 2.78 2.04
F -2.64 2.96 0.31
S -2.85 -0.45 1.24
Sb -3.00 -0.32 -1.14
C -4.49 -1.74 -1.38
C -5.80 -1.43 -1.00
C -6.79 -2.38 -1.17
C -6.48 -3.63 -1.70
C -5.18 -3.93 -2.07
C -4.17 -3.00 -1.91
C -1.19 -1.30 -1.54
C -0.45 -1.18 -2.70
C 0.74 -1.91 -2.84
C 1.19 -2.74 -1.83
C 0.42 -2.92 -0.68
C -0.77 -2.19 -0.53
C -3.27 1.29 -2.40
C -2.27 2.24 -2.58
C -2.54 3.30 -3.43
C -3.77 3.40 -4.06
C -4.75 2.44 -3.88
C -4.52 1.36 -3.03
H -6.05 -0.47 -0.57
H -7.81 -2.15 -0.88
H -7.26 -4.36 -1.83
H -4.95 -4.90 -2.49
H -3.16 -3.24 -2.21
H -0.79 -0.53 -3.50
H 1.30 -1.83 -3.76
H 2.11 -3.29 -1.95
H 0.69 -3.67 0.05
H -1.52 -2.54 0.19
H -1.32 2.18 -2.06
H -1.78 4.07 -3.59
H -3.97 4.25 -4.71
H -5.70 2.51 -4.39
H -5.27 0.60 -2.90
*
```

---

- Which of these has the highest energy relative to the best compared isomer or geometry (same formula, charge and spin)?
  C5H3NO2

---

- energy relative to the best compared isomer or geometry (same formula, charge and spin) of number 6 (CH3NS2)?
  23.3 kcal/mol